No. 1
Density functional theory data (wB97M-V/def2-TZVPD) for the ion C7H8N3S with charge +1.

Results
multiplicity: 1
gap between HOMO and LUMO: 0.3430 Eh
relative energy (zero: lowest compared OMol25 entry of this formula, charge and spin): 71.7 kJ/mol
LUMO energy: -3.73 eV
HOMO energy: -13.06 eV
charge: +1
structure (SMILES): C1=[NH+][C@@H](c2cccnc2)SN1

Each line ends with the Mulliken charge.
Cartesian coordinates (Å):
C -2.31264 -0.85786 -1.41392  -0.10
N -1.00365 -0.95874 -1.47275  -0.12
C -0.29934 -1.20826 -0.22436  -0.33
C 0.54576 -0.04891 0.21123  0.74
C 1.80554 -0.25065 0.77194  -0.50
C 2.53570 0.85019 1.18272  -0.38
C 1.97772 2.11327 1.01716  -0.31
N 0.78322 2.30732 0.48865  -0.56
C 0.08422 1.26263 0.10167  -0.34
S -1.70341 -1.53200 0.98139  0.05
N -2.83826 -1.10134 -0.24428  -0.10
H -2.90867 -0.59879 -2.27694  0.42
H -0.46637 -0.75986 -2.30506  0.26
H 0.29869 -2.12394 -0.29405  0.53
H 2.19966 -1.25031 0.88327  0.38
H 3.51269 0.73220 1.62150  0.40
H 2.50478 3.00642 1.32052  0.38
H -0.88963 1.48649 -0.31735  0.32
H -3.82601 -1.06783 -0.03132  0.25

No. 2
Density functional theory data (wB97M-V/def2-TZVPD) for a structure of composition C9H36Al2N18O13P at a distorted geometry.

Results
multiplicity: 2
gap between HOMO and LUMO (alpha / beta): 0.1416 / 0.1231 Eh
LUMO energy (alpha / beta): -10.43 / -10.32 eV
HOMO energy (alpha / beta): -14.28 / -13.67 eV
charge: +2

Each line ends with the Mulliken charge.
Cartesian coordinates (Å):
Al 2.87416 -2.23328 -1.12493  0.87
Al 2.58355 0.56117 2.90164  0.86
P 0.31834 -0.33117 0.35320  -0.14
O 1.74899 0.19931 0.19132  -1.11
O 0.35139 -1.76380 -0.20691  0.64
O -0.72068 0.56929 -0.40326  1.15
O 0.09103 -0.41685 1.89943  -1.02
C -0.30607 -2.55470 -3.54409  0.49
O 0.73764 -3.16315 -3.23920  -0.61
N -0.97466 -1.78550 -2.71409  -0.07
N -0.87157 -2.58346 -4.71550  -0.37
H -0.68471 -1.75558 -1.74706  0.31
H -1.78438 -1.27653 -3.03877  0.28
H -1.67491 -1.97686 -4.79789  0.12
H -0.68084 -3.30185 -5.39934  0.29
C 2.10610 1.80030 -2.71318  0.57
O 2.49071 2.19483 -3.79382  -0.25
N 0.83887 1.49981 -2.64293  0.11
N 2.85704 1.49154 -1.73869  0.03
H 0.27049 1.75373 -3.43827  0.23
H 0.37565 1.05803 -1.86168  -0.59
H 2.27475 1.04399 -1.04534  0.04
H 3.86191 1.59266 -1.72792  0.32
C -2.47514 1.61175 2.97405  0.37
O -3.17944 2.24256 3.80513  -0.63
N -2.00439 2.02771 1.76412  0.14
N -1.99749 0.37653 3.27599  -0.27
H -2.69879 2.47375 1.18193  0.16
H -1.20267 1.58726 1.33592  -0.41
H -2.03572 0.22442 4.27374  0.18
H -1.32201 -0.16777 2.75872  0.12
C 0.17660 -5.15368 -0.14387  0.55
O 1.21173 -4.49492 0.01521  -0.64
N -0.07675 -6.28790 0.38786  -0.41
N -0.86440 -4.59288 -0.60065  -0.30
H -0.83592 -6.81439 -0.02027  0.18
H 0.58638 -6.74835 0.99478  0.27
H -1.70159 -5.14331 -0.47319  0.18
H -0.79071 -3.63298 -0.90605  0.03
C 1.26556 3.76168 0.77856  0.26
O 1.55761 2.99219 1.66152  -0.57
N 1.80871 4.88186 0.61513  -0.30
N 0.29557 3.65820 -0.04170  -0.14
H 2.81717 4.86026 0.66655  0.36
H 1.39068 5.40823 -0.13872  0.16
H 0.24101 4.30924 -0.81194  0.27
H -0.05215 2.71739 -0.16026  -0.12
C -2.70890 3.07865 -2.63348  0.54
O -2.04005 3.04169 -3.64513  -0.62
N -3.96939 3.50482 -2.45541  -0.37
N -2.26089 2.68266 -1.43889  0.08
H -4.31681 3.99489 -3.26734  0.26
H -4.54822 3.26158 -1.66428  0.17
H -3.00232 2.50009 -0.77779  0.11
H -1.58550 1.93254 -1.47461  -0.50
C 0.23197 -3.39521 3.75747  0.54
O 0.73505 -4.18375 4.50284  -0.33
N 0.53840 -3.26936 2.47058  0.12
N -0.59507 -2.55865 4.09523  -0.11
H 0.80948 -4.09913 1.96255  0.17
H 0.27521 -2.47146 1.91006  0.18
H -1.00603 -2.59649 5.01706  0.28
H -1.04861 -1.93872 3.43941  0.02
C -3.30997 -1.71241 0.42660  0.37
O -4.38027 -1.94825 0.93204  -0.41
N -3.12519 -0.61403 -0.26067  0.16
N -2.16203 -2.40518 0.48535  0.24
H -2.17744 -0.26660 -0.29471  -0.14
H -3.89307 -0.03041 -0.56040  0.28
H -2.09381 -3.06458 1.24735  0.22
H -1.38812 -1.99140 -0.01460  -0.91
C 4.98448 3.29225 1.14213  0.75
O 4.77515 4.47737 0.95399  -0.72
N 4.41643 2.26931 0.58429  -0.23
N 5.88301 2.80416 1.90588  -0.36
H 3.56353 2.43412 0.06902  -0.01
H 4.78883 1.33056 0.59732  0.26
H 6.43802 3.42282 2.47974  0.25
H 5.97559 1.79931 1.86337  0.14

No. 3
Density functional theory data (wB97M-V/def2-TZVPD) for a structure of composition C40H41ClN5NiO8PS2 at a distorted geometry.

Results
multiplicity: 1
gap between HOMO and LUMO: 0.2442 Eh
relative energy (zero: lowest compared OMol25 entry of this formula, charge and spin): 0.0 kJ/mol
LUMO energy: 4.02 eV
HOMO energy: -2.63 eV
charge: -2

Each line ends with the Mulliken charge.
Cartesian coordinates (Å):
Ni 0.48214 1.96550 -0.19950  0.56
C 0.98964 3.83040 -3.93010  -1.63
C -0.07146 2.78150 -4.02530  1.52
C -1.12736 2.91120 -4.90970  -0.91
C -2.12226 1.95050 -4.98890  -0.88
C -2.06056 0.82960 -4.17640  -0.98
C -1.01866 0.66280 -3.28400  0.96
C -0.89066 -0.56280 -2.43730  -0.62
C -0.01476 1.64750 -3.19180  -0.50
N 0.96324 1.51640 -2.22390  0.72
C 2.25964 1.43980 -2.51480  -0.29
O 2.76014 1.28180 -3.63220  -0.80
C 3.11944 1.53770 -1.28030  0.37
C 4.50564 1.43260 -1.29920  -0.75
C 5.19594 1.57650 -0.10770  -0.45
C 4.49254 1.79490 1.06450  -0.67
C 3.10534 1.87800 1.00380  0.71
N 2.46844 1.76840 -0.15100  0.68
C 2.23854 2.04540 2.22690  -0.59
O 2.74474 2.19370 3.34360  -0.82
N 0.93894 2.00880 1.93540  0.55
C -0.01646 1.94410 2.94800  -0.59
C -0.10766 0.80880 3.77980  1.40
C 0.93384 -0.26620 3.72410  -1.37
C -1.16676 0.70580 4.66860  -0.93
C -2.13176 1.69180 4.75970  -0.96
C -2.01506 2.82670 3.97910  -0.70
C -0.95956 2.97520 3.09510  1.35
C -0.78976 4.26370 2.34870  -1.71
H 0.74504 4.68690 -4.55540  0.45
H 1.95224 3.41900 -4.23240  0.31
H 1.08694 4.15650 -2.89500  0.28
H -1.17846 3.78440 -5.54710  0.35
H -2.93996 2.07040 -5.68740  0.37
H -2.83136 0.07120 -4.24650  0.42
H -1.81886 -1.13130 -2.38390  0.45
H -0.56226 -0.29080 -1.43280  -0.82
H -0.10746 -1.20350 -2.84420  0.44
H 5.00334 1.23800 -2.23610  0.55
H 6.27644 1.51280 -0.09160  0.43
H 4.97854 1.89640 2.02180  0.55
H 1.14144 -0.57150 2.69870  0.01
H 0.62224 -1.13580 4.30370  0.44
H 1.87194 0.11350 4.13340  0.40
H -1.24176 -0.16860 5.30490  0.35
H -2.96276 1.58660 5.44700  0.40
H -2.74316 3.62350 4.06540  0.41
H -0.34426 5.01050 3.00990  0.45
H -1.74736 4.64950 1.99510  0.34
H -0.11846 4.12730 1.50340  0.14
O -3.90736 5.58430 -0.99920  -0.62
C -4.35656 4.52190 -0.37660  0.49
O -5.48576 4.46550 0.06730  -0.67
C -3.42476 3.36870 -0.24140  -0.17
C -3.76656 2.11430 0.24320  0.05
Cl -5.25876 1.63960 0.89370  -0.16
N -2.66526 1.32110 0.20960  -0.10
N -1.62006 2.02880 -0.23970  2.25
C -2.04366 3.25010 -0.52950  -0.30
C -1.02856 4.26810 -1.00450  0.85
O -1.45326 5.33270 -1.50350  -0.92
O 0.16554 3.97960 -0.81210  -0.48
C -2.54216 -0.04370 0.53970  -0.53
C -3.60596 -0.92070 0.34520  -0.79
C -3.47586 -2.24660 0.71700  -1.06
C -2.28976 -2.70840 1.26250  -0.65
C -1.20986 -1.85140 1.38520  -0.34
C -1.32726 -0.52370 1.01760  1.43
H -2.89886 5.51700 -1.27260  0.38
H -4.52306 -0.57630 -0.10220  0.60
H -4.30396 -2.92640 0.56520  0.37
H -2.20026 -3.74030 1.57250  0.31
H -0.26496 -2.21890 1.75240  0.23
H -0.46616 0.13420 1.07820  -0.41
C 1.66144 -5.00510 -2.77510  -1.53
C 0.83404 -4.15660 -1.81450  0.88
C -0.65076 -4.49850 -1.89410  -1.29
O 1.24824 -4.36850 -0.47520  0.06
P 2.42484 -3.37930 0.13250  0.36
S 4.20824 -3.98760 -0.51260  -0.62
S 1.94174 -1.48700 -0.12850  -0.72
O 2.20954 -3.66220 1.70720  -0.29
C 2.14904 -4.87700 2.43180  0.56
C 0.68364 -5.26300 2.62660  -1.13
C 2.93864 -6.00740 1.78930  -1.51
H 1.39264 -4.76380 -3.80150  0.40
H 1.48584 -6.06500 -2.59070  0.32
H 2.71784 -4.79600 -2.62100  0.28
H 0.97474 -3.09170 -2.05970  -0.04
H -0.79756 -5.56490 -1.72080  0.38
H -1.03876 -4.23700 -2.87510  0.42
H -1.19526 -3.93730 -1.13840  0.06
H 2.60074 -4.62580 3.40500  0.37
H 0.23074 -5.42860 1.65220  0.13
H 0.15194 -4.45310 3.12070  0.18
H 0.60214 -6.16810 3.22730  0.54
H 2.47744 -6.27970 0.84210  0.25
H 2.95674 -6.87070 2.45390  0.50
H 3.95754 -5.68070 1.59410  0.33

No. 4
Density functional theory data (wB97M-V/def2-TZVPD) for the molecule C3H6N2O3 at a distorted geometry.

Results
multiplicity: 1
gap between HOMO and LUMO: 0.3664 Eh
relative energy (zero: lowest compared OMol25 entry of this formula, charge and spin): 311.6 kJ/mol
LUMO energy: 0.59 eV
HOMO energy: -9.38 eV
structure (SMILES): C[C@H]1OC(=O)NN1O

Each line ends with the Mulliken charge.
Cartesian coordinates (Å):
C 1.39029 -1.05128 -0.17773  -1.24
C -0.01241 -0.57542 -0.54579  0.27
O -0.93062 -1.15779 0.38696  -0.28
C -1.65493 -0.13259 0.90702  0.64
O -2.53284 -0.25803 1.74633  -0.61
N -1.25411 1.04265 0.34320  -0.06
N -0.24659 0.88866 -0.58022  -0.09
O 0.94270 1.57894 -0.12436  -0.43
H 2.14505 -0.66417 -0.86869  0.34
H 1.65365 -0.75975 0.84534  0.32
H 1.43177 -2.14635 -0.20283  0.36
H -0.26634 -0.97664 -1.53423  0.17
H -1.67578 1.92472 0.59644  0.24
H 1.01016 2.28706 -0.79144  0.37

No. 5
Density functional theory data (wB97M-V/def2-TZVPD) for a structure of composition C18H34O15SiTa at a distorted geometry.

Results
multiplicity: 1
gap between HOMO and LUMO: 0.2104 Eh
relative energy (zero: lowest compared OMol25 entry of this formula, charge and spin): 209.7 kJ/mol
LUMO energy: 1.25 eV
HOMO energy: -4.47 eV
charge: -1

Each line ends with the Mulliken charge.
Cartesian coordinates (Å):
C -2.50817 -0.19361 0.81342  -0.67
Si -3.29595 -1.95057 0.78694  0.31
C -3.33798 -2.50792 -1.09031  -0.77
C -5.17275 -1.96337 1.36225  -0.58
Ta -1.97341 -3.77922 2.08247  0.58
H -1.36019 -0.17306 0.55940  0.01
H -3.04012 0.42123 -0.06106  0.23
H -2.71122 0.42220 1.80024  0.27
H -3.38151 -3.67843 -1.09430  0.22
H -2.34844 -2.09034 -1.55778  0.17
H -4.30157 -2.02995 -1.55487  0.25
H -5.61927 -0.94088 0.99833  -0.10
H -5.64789 -2.88853 0.78078  0.20
H -5.22021 -2.11136 2.52965  0.31
H -2.79161 -3.42186 3.69937  -0.29
H -3.39239 -4.95768 1.71895  -0.24
H -1.16469 -4.25015 0.45473  -0.31
H -0.61029 -2.58970 2.45590  -0.35
H -1.00667 -5.20211 2.83953  -0.25
C 2.58212 0.44388 -0.88080  -0.17
C 2.09165 0.12591 -2.25606  -0.19
O 1.57378 -1.18404 -2.12210  -0.33
C 1.25777 -1.35312 -0.80482  0.47
O 0.63228 -2.30243 -0.36296  -0.45
O 1.73197 -0.32126 -0.04727  -0.34
H 2.50019 1.50851 -0.64526  0.26
H 3.61661 0.12239 -0.72093  0.28
H 1.28547 0.79387 -2.57729  0.21
H 2.89266 0.15221 -2.99994  0.26
C -7.95106 0.49218 -0.51596  -0.07
C -8.83355 -0.51518 0.14694  -0.24
O -10.04014 -0.42349 -0.58644  -0.33
C -9.72083 0.07966 -1.81466  0.63
O -10.49105 0.13207 -2.75895  -0.56
O -8.42755 0.51529 -1.84839  -0.33
H -6.89631 0.20535 -0.48638  0.10
H -8.06029 1.49251 -0.08412  0.25
H -8.44324 -1.53467 0.05982  0.26
H -9.00336 -0.28866 1.20312  0.31
C 3.70121 4.43827 -3.09664  -0.08
C 3.69766 3.75457 -4.42538  -0.37
O 4.43675 2.57218 -4.18494  -0.32
C 4.35171 2.31618 -2.84670  0.65
O 4.72971 1.28432 -2.31748  -0.55
O 3.78786 3.36463 -2.17863  -0.32
H 2.79228 5.02172 -2.92611  0.34
H 4.57206 5.08858 -2.96320  0.01
H 2.68886 3.48087 -4.75206  0.25
H 4.17238 4.35709 -5.20465  0.33
C 1.58694 -5.66434 4.26913  -0.16
C 0.57113 -6.56345 4.89579  -0.25
O 1.35940 -7.55016 5.53388  -0.33
C 2.58474 -6.99311 5.76165  0.62
O 3.45679 -7.50300 6.44519  -0.58
O 2.70628 -5.79127 5.12583  -0.33
H 1.25060 -4.62496 4.22220  0.25
H 1.87219 -5.99203 3.26398  0.21
H -0.03247 -6.04972 5.65147  0.23
H -0.09516 -7.01720 4.15699  0.31
C 8.07531 7.85819 -1.03261  -0.32
C 7.19282 6.85083 -0.36971  -0.29
O 5.98623 6.94252 -1.10309  -0.29
C 6.30554 7.44567 -2.33131  0.68
O 5.53531 7.49808 -3.27560  -0.55
O 7.59882 7.88130 -2.36504  -0.30
H 9.13006 7.57136 -1.00303  0.30
H 7.96608 8.85852 -0.60077  0.26
H 7.58313 5.83134 -0.45683  0.26
H 7.02301 7.07735 0.68647  0.29

E values (in eV) by entry order: -22687.1961; -85825.3796; -150510.5459; -12328.9982; -59353.0252.